This record from OMol25 describes a single C4H6N2 molecule in a non-equilibrium geometry. The level of theory is ωB97M-V/def2-TZVPD.

Each atom is followed by the atoms it is bonded to, with distances in Å.
Cartesian coordinates (Å):
1 C -0.307 -0.677 -1.385  C2 1.374, N5 1.349, H7 1.020
2 C 0.294 0.552 -1.512  C1 1.374, H8 1.096, H9 1.069
3 C -0.484 0.022 1.862  C4 1.486, N6 1.478, H10 1.106, H11 1.050
4 C 0.482 0.580 0.881  C3 1.486, N6 1.285, H12 0.987
5 N -0.367 -1.391 -0.242  C1 1.349, N6 1.301
6 N 0.135 -0.643 0.697  C3 1.478, C4 1.285, N5 1.301
7 H -0.940 -0.982 -2.124  C1 1.020
8 H 1.274 0.819 -1.101  C2 1.096
9 H 0.097 1.082 -2.420  C2 1.069
10 H -0.045 -0.518 2.722  C3 1.106
11 H -1.521 0.177 1.801  C3 1.050
12 H 1.383 0.979 0.823  C4 0.987

Relative energy (zero: lowest compared OMol25 entry of this formula, charge and spin) ... 6.1932 eV
Kohn-Sham gap (alpha / beta) ... 8.869 / 8.868 eV
Calculated total energy ... -265.30798 a.u.